[1]
Molecular formula: C6H10N2O
Method: DFT, wB97M-V/def2-TZVPD

SMILES: [H]\N=C(C)/N=C\C(C)=C\O
Highest occupied orbital energy: -0.322 Eh
Energy above the lowest of the compared OMol25 structures with the same formula, charge and spin: 300.1 kJ/mol

ORCA input file:
```
! RIJCOSX wB97M-V def2-TZVPD def2/J DEFGRID3
* xyz 0 1
H 1.995 1.377 0.807
N 2.204 0.590 0.203
C 1.336 0.243 -0.645
C 1.611 -0.877 -1.600
N 0.419 1.346 -1.378
C -0.694 1.214 -0.831
C -0.758 0.158 0.311
C -0.809 0.741 1.700
C -1.308 -1.043 0.020
O -1.875 -1.910 0.877
H 0.706 -1.424 -1.856
H 2.004 -0.483 -2.538
H 2.328 -1.581 -1.171
H -1.526 1.913 -0.917
H -0.892 1.825 1.702
H -1.656 0.387 2.290
H 0.108 0.508 2.241
H -1.300 -1.446 -0.984
H -1.893 -1.538 1.769
*
```

=====

[2]
Molecular formula: C36H33AsCuN3O3Te
Method: DFT, wB97M-V/def2-TZVPD

Expectation value of S²: 0.75
Highest occupied orbital energy (spin up / spin down): -0.349 / -0.349 Eh
Energy above the lowest of the compared OMol25 structures with the same formula, charge and spin: 55.2 kJ/mol

ORCA input file:
```
! RIJCOSX wB97M-V def2-TZVPD def2/J DEFGRID3
* xyz 1 2
Cu 0.093 -0.546 -0.260
C -2.413 -7.404 -3.331
O -2.186 -6.061 -3.719
C -3.183 -5.169 -3.538
C -4.446 -5.479 -3.042
C -5.401 -4.484 -2.910
C -5.089 -3.156 -3.181
C -3.819 -2.851 -3.695
C -2.892 -3.847 -3.893
N -6.101 -2.191 -3.031
N -5.871 -1.019 -2.702
C -4.667 -0.557 -2.187
C -4.193 0.674 -2.612
C -2.907 1.107 -2.309
C -2.065 0.363 -1.485
O -0.806 0.666 -1.286
C -2.637 -0.788 -0.848
N -1.872 -1.405 0.093
C -2.347 -2.448 0.736
C -3.617 -2.977 0.471
C -4.398 -2.387 -0.489
C -3.921 -1.266 -1.197
H -1.476 -7.928 -3.494
H -3.193 -7.868 -3.940
H -2.687 -7.467 -2.275
H -4.705 -6.494 -2.775
H -6.396 -4.727 -2.560
H -3.592 -1.829 -3.975
H -1.922 -3.638 -4.326
H -4.819 1.256 -3.276
H -2.525 2.033 -2.720
H -1.714 -2.868 1.511
H -3.975 -3.832 1.026
H -5.394 -2.758 -0.686
O 1.310 -0.628 1.082
As 1.845 -1.857 2.070
C 2.275 -3.440 1.065
C 3.581 -3.911 1.007
C 3.862 -5.057 0.277
C 2.844 -5.724 -0.390
C 1.540 -5.244 -0.341
C 1.253 -4.103 0.390
C 3.407 -1.107 2.892
C 4.367 -0.582 2.029
C 5.445 0.115 2.546
C 5.553 0.298 3.919
C 4.599 -0.231 4.775
C 3.520 -0.939 4.265
C 0.543 -2.332 3.399
C -0.093 -1.287 4.065
C -1.034 -1.568 5.041
C -1.341 -2.889 5.345
C -0.704 -3.928 4.679
C 0.244 -3.655 3.705
H 4.370 -3.388 1.535
H 4.876 -5.431 0.231
H 3.067 -6.622 -0.951
H 0.750 -5.763 -0.869
H 0.236 -3.730 0.449
H 4.251 -0.708 0.958
H 6.194 0.523 1.881
H 6.383 0.863 4.323
H 4.690 -0.086 5.843
H 2.775 -1.356 4.932
H 0.150 -0.263 3.804
H -1.529 -0.761 5.564
H -2.083 -3.110 6.100
H -0.947 -4.954 4.920
H 0.746 -4.467 3.192
C -0.159 -0.983 -4.033
Te 0.126 -2.406 -2.452
C 2.126 -2.859 -3.104
H -0.600 -1.470 -4.899
H 0.815 -0.572 -4.283
H -0.808 -0.190 -3.679
H 2.588 -1.938 -3.449
H 2.091 -3.585 -3.912
H 2.690 -3.265 -2.268
*
```

=====

[3]
Molecular formula: C2H6N2O3
Method: DFT, wB97M-V/def2-TZVPD

Highest occupied orbital energy (spin up / spin down): -0.302 / -0.310 Eh
Energy above the lowest of the compared OMol25 structures with the same formula, charge and spin: 567.2 kJ/mol

ORCA input file:
```
! RIJCOSX wB97M-V def2-TZVPD def2/J DEFGRID3
* xyz 0 1
N -1.881 -0.257 -0.566
C 0.115 -0.533 0.615
O -0.368 0.495 1.417
N -0.754 -0.916 -0.559
H -0.227 1.350 0.969
H -2.196 0.167 0.313
H -2.527 -0.491 -1.310
H 0.266 -1.447 1.196
C 1.311 -0.122 -0.270
O 1.313 1.316 -0.309
O 2.370 -0.769 -0.296
H 2.112 1.656 0.119
H 0.467 -0.449 -1.319
*
```

=====

[4]
Molecular formula: C3H8N2P
Method: DFT, wB97M-V/def2-TZVPD

SMILES: [H]/P=N/CC[NH+]=C
Highest occupied orbital energy: -0.459 Eh
Energy above the lowest of the compared OMol25 structures with the same formula, charge and spin: 53.2 kJ/mol

ORCA input file:
```
! RIJCOSX wB97M-V def2-TZVPD def2/J DEFGRID3
* xyz 1 1
H -3.234 -1.586 0.580
P -3.215 -0.305 -0.030
N -1.671 -0.129 0.083
C -0.831 0.941 -0.287
C 0.553 0.753 0.418
N 1.423 -0.095 -0.335
C 1.815 -1.271 -0.015
H -1.216 1.916 0.029
H -0.683 0.979 -1.372
H 1.021 1.735 0.514
H 0.377 0.323 1.405
H 1.713 0.291 -1.236
H 2.431 -1.850 -0.687
H 1.518 -1.702 0.932
*
```

=====

[5]
Molecular formula: C21H40B2Cl2FN4O7
Method: DFT, wB97M-V/def2-TZVPD

Highest occupied orbital energy: -0.428 Eh

ORCA input file:
```
! RIJCOSX wB97M-V def2-TZVPD def2/J DEFGRID3
* xyz 1 1
C -0.326 -2.526 2.574
N -1.033 -1.814 1.465
C -2.470 -1.575 1.814
C -3.083 -0.491 0.827
N -4.059 -0.631 -0.245
B -4.714 -1.979 -0.556
O -4.103 -2.955 -1.424
O -5.970 -2.359 0.058
C -4.387 0.570 -1.004
B -5.370 0.810 -2.268
O -6.340 -0.143 -2.771
O -5.270 2.056 -3.014
C -4.060 2.007 -3.833
C -3.474 1.596 -0.239
C -3.408 3.166 -0.598
O -4.485 3.798 -0.787
N -2.157 3.947 -0.668
C -1.521 3.892 -1.977
O -1.174 2.857 -2.570
F -1.217 5.133 -2.630
N -2.727 0.895 0.823
C -1.811 1.799 1.558
C -1.017 1.251 2.823
C 0.509 0.858 2.389
C 1.355 2.233 2.156
C 2.949 2.029 2.121
C 3.540 1.970 0.601
C 4.914 1.123 0.657
C 5.585 0.889 -0.784
C 4.782 -0.294 -1.548
C 5.272 -1.758 -1.043
C 4.002 -2.565 -0.466
O 3.946 -2.359 0.977
C 3.515 -3.560 1.663
H 0.801 -2.374 2.394
H -0.551 -3.644 2.497
H -0.567 -2.070 3.599
H -1.067 -2.370 0.590
H -3.002 -2.598 1.657
H -2.637 -1.343 2.934
H -4.739 -3.700 -1.566
H -6.692 -1.744 -0.203
H -5.798 -0.730 -3.366
H -3.372 1.136 -3.532
H -3.477 2.973 -3.659
H -4.385 1.863 -4.917
H -2.283 4.918 -0.327
H -1.037 2.209 0.807
H -2.435 2.712 1.905
H -1.530 0.441 3.438
H -0.873 2.147 3.544
H 1.052 0.238 3.178
H 0.514 0.316 1.370
H 1.008 3.042 2.887
H 1.056 2.615 1.101
H 3.419 2.972 2.602
H 3.313 1.136 2.745
H 2.771 1.522 -0.127
H 3.816 3.035 0.236
H 5.691 1.643 1.314
H 4.640 0.105 1.128
H 5.520 1.844 -1.419
H 6.695 0.575 -0.732
H 3.682 -0.182 -1.203
H 4.807 -0.193 -2.689
H 6.069 -1.657 -0.227
H 5.707 -2.382 -1.907
H 3.003 -2.198 -0.923
H 4.070 -3.698 -0.637
H 2.578 -3.944 1.100
H 4.328 -4.361 1.768
H 3.141 -3.221 2.703
C 0.159 -2.479 -2.529
Cl 1.035 -3.967 -2.160
Cl -1.309 -2.348 -1.551
H 0.803 -1.625 -2.320
H -0.119 -2.484 -3.582
*
```

=====

[6]
Molecular formula: C30H24IMgNO6Si
Method: DFT, wB97M-V/def2-TZVPD

Highest occupied orbital energy: -0.058 Eh
Energy above the lowest of the compared OMol25 structures with the same formula, charge and spin: 0.0 kJ/mol

ORCA input file:
```
! RIJCOSX wB97M-V def2-TZVPD def2/J DEFGRID3
* xyz -2 1
Mg 0.362 -0.131 0.272
O 6.259 -1.792 -0.888
C 5.100 -1.559 -0.566
C 3.880 -1.751 -1.425
O 3.901 -2.286 -2.541
C 2.796 -1.056 -0.729
C 3.193 -0.765 0.626
O 2.379 -0.276 1.424
C 4.648 -0.910 0.702
O 5.369 -0.440 1.551
O 1.656 -0.728 -1.160
C 2.954 2.900 1.403
Si 1.099 2.718 1.704
C 0.825 1.648 3.264
C 0.199 4.378 2.084
N 0.293 1.965 0.401
C 0.276 2.451 -0.867
C 0.814 3.665 -1.339
C 0.797 4.062 -2.722
C 0.051 3.314 -3.604
C -0.448 2.069 -3.186
C -0.365 1.667 -1.876
O -0.922 0.475 -1.461
C -1.257 -0.438 -2.374
C -2.628 -0.715 -2.467
C -3.043 -1.647 -3.346
C -2.170 -2.344 -4.192
C -0.786 -2.082 -4.055
C -0.319 -1.222 -3.079
H 3.519 3.598 2.078
H 3.083 3.148 0.336
H 3.334 1.893 1.505
H 1.475 2.011 4.025
H 1.070 0.657 2.985
H -0.204 1.638 3.596
H 0.909 5.186 2.362
H -0.573 4.301 2.858
H -0.280 4.832 1.187
H 1.421 4.372 -0.702
H 1.294 4.967 -3.021
H -0.029 3.694 -4.623
H -1.031 1.510 -3.924
H -3.296 -0.168 -1.804
H -4.072 -1.883 -3.461
H -2.534 -3.104 -4.873
H -0.110 -2.775 -4.551
H 0.740 -0.979 -2.869
I 0.925 -3.434 0.477
C -0.951 -3.530 1.398
C -1.308 -4.787 1.721
C -2.549 -4.993 2.423
C -3.280 -3.900 2.809
C -2.867 -2.612 2.466
C -3.602 -1.489 2.871
C -3.202 -0.190 2.572
C -2.083 -0.019 1.751
C -1.291 -1.076 1.322
C -1.698 -2.353 1.729
H -0.681 -5.621 1.544
H -2.823 -5.988 2.726
H -4.195 -4.017 3.441
H -4.478 -1.679 3.575
H -3.723 0.654 3.063
H -1.825 0.965 1.452
*
```

=====

[7]
Molecular formula: C4H8O2
Method: DFT, wB97M-V/def2-TZVPD

Highest occupied orbital energy: -0.375 Eh
Energy above the lowest of the compared OMol25 structures with the same formula, charge and spin: 196.7 kJ/mol

ORCA input file:
```
! RIJCOSX wB97M-V def2-TZVPD def2/J DEFGRID3
* xyz 0 1
C 1.642 0.120 -0.138
C 0.190 -0.069 0.212
O 0.068 -0.675 1.490
C -0.768 -0.798 -0.731
O -1.854 -0.012 -0.180
C -0.895 1.019 0.162
H 1.756 0.512 -1.155
H 2.148 -0.848 -0.075
H 2.136 0.798 0.563
H -0.894 -0.793 1.577
H -0.859 -1.877 -0.565
H -0.661 -0.563 -1.797
H -1.077 1.522 1.117
H -0.856 1.746 -0.653
*
```

=====

[8]
Molecular formula: C5H16NO
Method: DFT, wB97M-V/def2-TZVPD

Highest occupied orbital energy: -0.529 Eh
Energy above the lowest of the compared OMol25 structures with the same formula, charge and spin: 256.6 kJ/mol

ORCA input file:
```
! RIJCOSX wB97M-V def2-TZVPD def2/J DEFGRID3
* xyz 1 1
C -1.613 -0.375 -0.363
C -0.083 -0.449 -0.129
C 0.533 0.675 -1.030
C -0.147 1.974 -0.503
C 2.128 0.714 -0.988
N -2.316 -0.544 1.021
H -1.952 -1.256 -0.943
H -2.096 0.579 -0.671
H 0.160 -1.536 -0.186
H 0.349 -0.393 0.857
H 0.446 0.388 -2.088
H -1.177 2.075 -1.046
H 0.556 2.872 -0.799
H -0.196 2.115 0.551
H 2.496 -0.254 -0.839
H 2.641 1.063 -1.910
H 2.334 1.321 -0.078
H -1.848 0.354 1.466
H -3.286 -0.461 1.010
H -2.089 -1.356 1.686
H 2.207 -1.980 1.387
H 1.574 -3.102 2.158
O 1.379 -2.422 1.436
*
```

=====

[9]
Molecular formula: C46H59AlNO5PSSe
Method: DFT, wB97M-V/def2-TZVPD

Highest occupied orbital energy (spin up / spin down): -0.255 / -0.253 Eh
Energy above the lowest of the compared OMol25 structures with the same formula, charge and spin: 134.5 kJ/mol

ORCA input file:
```
! RIJCOSX wB97M-V def2-TZVPD def2/J DEFGRID3
* xyz 0 1
Al -0.849 0.170 0.830
C 3.465 -2.778 3.080
C 4.348 -2.229 1.952
C 5.758 -1.914 2.468
C 3.723 -1.001 1.335
C 3.342 0.075 2.116
C 2.612 1.127 1.589
C 2.288 2.282 2.504
C 1.809 1.890 3.902
C 3.544 3.160 2.630
C 2.290 1.156 0.217
C 2.869 0.186 -0.621
C 3.528 -0.893 -0.031
C 2.953 0.225 -2.139
C 4.204 1.013 -2.555
C 1.722 0.712 -2.906
C 1.301 2.138 -0.322
C 1.730 3.202 -1.089
C 1.019 4.010 -1.981
C -0.313 3.940 -2.384
C -1.345 3.145 -1.931
C -1.411 2.455 -0.678
P -2.690 1.226 -0.213
C -3.950 2.082 0.906
C -4.630 3.323 0.338
C -3.172 2.456 2.171
C -4.978 1.013 1.281
C -3.476 0.491 -1.773
C -4.058 -0.869 -1.365
C -2.313 0.231 -2.734
C -4.555 1.339 -2.442
H 3.803 -3.772 3.371
H 2.419 -2.834 2.776
H 3.515 -2.130 3.952
H 4.432 -2.998 1.173
H 5.719 -1.112 3.204
H 6.395 -1.599 1.643
H 6.198 -2.795 2.935
H 3.566 0.066 3.170
H 1.478 2.845 2.040
H 2.566 1.338 4.456
H 0.915 1.278 3.843
H 1.574 2.798 4.457
H 4.345 2.596 3.108
H 3.330 4.035 3.243
H 3.898 3.492 1.654
H 3.909 -1.683 -0.666
H 3.143 -0.807 -2.455
H 4.120 2.062 -2.286
H 4.350 0.939 -3.632
H 5.082 0.606 -2.056
H 1.728 1.789 -3.024
H 0.806 0.434 -2.390
H 1.709 0.272 -3.904
H 2.802 3.362 -1.103
H 1.623 4.726 -2.527
H -0.562 4.584 -3.221
H -2.266 3.191 -2.501
H -3.894 4.038 -0.016
H -5.209 3.804 1.125
H -5.303 3.086 -0.480
H -2.500 3.293 1.991
H -2.582 1.606 2.528
H -3.870 2.744 2.957
H -5.659 0.809 0.457
H -5.574 1.361 2.123
H -4.465 0.095 1.572
H -3.342 -1.412 -0.746
H -4.273 -1.456 -2.257
H -4.983 -0.761 -0.805
H -1.525 -0.318 -2.219
H -1.891 1.155 -3.122
H -2.656 -0.365 -3.579
H -5.454 1.374 -1.832
H -4.820 0.894 -3.400
H -4.218 2.356 -2.623
N 0.248 9.915 0.460
C 0.101 8.776 0.518
C -0.103 7.384 0.554
C 0.874 6.507 1.032
C 0.676 5.146 0.986
C -0.504 4.577 0.470
C -1.489 5.490 0.031
C -1.302 6.845 0.066
C -0.779 3.178 0.420
C -0.071 1.940 0.119
H 1.794 6.905 1.437
H 1.467 4.513 1.343
H -2.417 5.105 -0.365
H -2.065 7.520 -0.294
O 0.399 -0.114 2.130
Se -0.492 -1.335 2.799
O 0.047 -2.690 2.221
O -1.887 -0.861 1.995
O -0.632 -1.286 4.341
C -1.012 -8.040 0.446
C -0.672 -6.589 0.319
C -1.592 -5.672 -0.172
C -1.258 -4.332 -0.301
C 0.008 -3.920 0.058
C 0.930 -4.815 0.578
C 0.586 -6.143 0.715
S 0.696 -2.282 -0.190
C 0.876 -2.611 -1.992
O -0.407 -1.203 -0.276
H -1.814 -8.314 -0.233
H -1.332 -8.250 1.466
H -0.142 -8.654 0.228
H -2.576 -6.013 -0.462
H -1.974 -3.614 -0.669
H 1.898 -4.452 0.883
H 1.290 -6.848 1.131
H -0.065 -2.959 -2.405
H 1.626 -3.386 -2.109
H 1.188 -1.696 -2.477
*
```

=====

[10]
Molecular formula: C4H5FN2S
Method: DFT, wB97M-V/def2-TZVPD

SMILES: FCC1=NN=C[C@@H]1S
Highest occupied orbital energy: -0.354 Eh
Energy above the lowest of the compared OMol25 structures with the same formula, charge and spin: 366.8 kJ/mol

ORCA input file:
```
! RIJCOSX wB97M-V def2-TZVPD def2/J DEFGRID3
* xyz 0 1
F -2.111 1.280 1.497
C -0.845 0.818 1.849
C -0.242 -0.037 0.556
N 0.173 -1.208 0.945
N 0.702 -1.975 -0.187
C 0.734 -1.277 -1.261
C 0.088 0.072 -1.032
S 0.732 1.436 -1.997
H -0.797 0.055 2.691
H -0.202 1.634 2.335
H 0.733 -2.001 -2.255
H -1.020 0.094 -1.264
H 2.054 1.107 -1.877
*
```

=====

[11]
Molecular formula: C24H18AsBrCl5F8N2O3Ti
Method: DFT, wB97M-V/def2-TZVPD

Expectation value of S²: 0.75
Highest occupied orbital energy (spin up / spin down): -0.072 / -0.071 Eh
Energy above the lowest of the compared OMol25 structures with the same formula, charge and spin: 136.5 kJ/mol

ORCA input file:
```
! RIJCOSX wB97M-V def2-TZVPD def2/J DEFGRID3
* xyz -2 2
Ti 0.380 -0.948 0.743
Cl 2.226 1.333 -1.558
C 1.954 1.851 0.099
C 0.912 1.202 0.823
C 1.029 1.467 2.202
Cl 0.270 0.220 3.228
C 1.786 2.453 2.796
Cl 1.768 2.696 4.512
C 2.603 3.228 1.979
Cl 3.450 4.605 2.615
C 2.719 2.866 0.625
Cl 3.889 3.693 -0.356
F -1.835 -0.904 1.112
As -3.377 -1.123 2.003
F -2.487 -1.793 3.323
F -3.535 -2.691 1.299
F -4.875 -1.321 2.846
F -4.191 -0.436 0.628
F -3.181 0.461 2.667
N 5.515 -2.944 -2.649
C 5.046 -2.517 -1.688
C 4.465 -2.008 -0.477
C 5.237 -1.896 0.686
C 4.650 -1.401 1.834
C 3.312 -1.050 1.794
N 2.570 -1.174 0.681
C 3.135 -1.616 -0.440
H 6.278 -2.195 0.669
H 5.212 -1.290 2.750
H 2.798 -0.680 2.673
H 2.490 -1.680 -1.305
C -2.062 -2.429 -1.657
C -0.584 -2.241 -1.988
C -0.414 -1.446 -3.281
C 0.114 -3.599 -2.087
O 0.025 -1.509 -0.957
H -2.564 -2.996 -2.446
H -2.551 -1.460 -1.550
H -2.170 -2.962 -0.712
H -0.892 -1.960 -4.119
H 0.647 -1.312 -3.505
H -0.861 -0.458 -3.164
H -0.357 -4.222 -2.852
H 0.059 -4.110 -1.124
H 1.167 -3.468 -2.347
Br -1.257 6.094 -1.303
C -2.541 4.695 -1.132
C -3.781 4.940 -1.708
C -4.767 3.967 -1.661
C -4.497 2.746 -1.056
C -3.251 2.518 -0.502
C -2.248 3.486 -0.512
C -0.932 3.147 0.183
O -0.258 4.033 0.685
O -0.691 1.879 0.185
H -3.962 5.890 -2.193
H -5.735 4.162 -2.107
H -5.243 1.964 -1.014
H -3.027 1.573 -0.039
F 1.644 -3.706 1.351
C 0.564 -2.927 1.868
F -0.537 -3.748 1.674
H 0.746 -2.949 2.952
*
```